[1]
{
  "formula": "C5H11N2O",
  "method": "the ωB97M-V functional and the def2-TZVPD basis",
  "spin_multiplicity": 3,
  "orbital_gap_ev": [7.593, 7.816],
  "s2": 2.0063,
  "charge": 1,
  "symbols": ["C", "C", "C", "C", "C", "N", "N", "O", "H", "H", "H", "H", "H", "H", "H", "H", "H", "H", "H"],
  "xyz": [[-1.9358, -0.1382, 0.2406], [0.4605, -1.2564, -0.6370], [0.6460, 0.1256, -0.1380], [0.8191, 0.3680, 1.3398], [1.3751, 1.1114, -1.0151], [-2.8971, 0.5561, -0.1502], [-0.7591, -0.1887, -0.5931], [0.3562, -2.3499, 0.0844], [-1.8520, -0.7384, 1.1502], [0.6607, -1.4725, -1.6821], [0.4748, 1.3694, 1.5960], [1.8775, 0.3168, 1.5847], [0.2863, -0.3439, 1.9632], [1.2488, 2.1230, -0.6408], [1.0295, 1.0693, -2.0452], [2.4389, 0.8760, -1.0175], [-3.7327, 0.5886, 0.4206], [-1.0108, 0.2199, -1.4966], [0.5142, -2.2359, 1.0361]],
  "lowdin_charge": [-0.25, -0.18, -0.42, 0.01, 0.01, 0.26, 0.07, 0.12, 0.15, 0.18, 0.11, 0.11, 0.08, 0.10, 0.10, 0.11, 0.13, 0.18, 0.14]
}



[2]
{
  "formula": "C5H11N2O",
  "method": "the ωB97M-V functional and the def2-TZVPD basis",
  "spin_multiplicity": 3,
  "orbital_gap_ev": [7.053, 9.448],
  "s2": 2.0062,
  "charge": 1,
  "symbols": ["C", "C", "C", "C", "C", "N", "N", "O", "H", "H", "H", "H", "H", "H", "H", "H", "H", "H", "H"],
  "xyz": [[-1.3594, -0.7764, -0.7378], [0.8502, -0.5267, 0.2385], [-0.4224, 1.1978, 0.1201], [1.1302, -0.8488, 1.6307], [0.2748, 2.1411, -0.8008], [-0.2406, -1.3553, -0.4201], [-2.4232, -1.2372, -1.3475], [-1.5027, 0.4995, -0.4073], [1.7064, -0.4900, -0.4042], [-0.4295, 1.4271, 1.1400], [1.8099, -1.6830, 1.5199], [0.3150, -0.9909, 2.2878], [1.8372, -0.1842, 1.9941], [1.3896, 1.7972, -0.9064], [0.2985, 3.1897, -0.5701], [-0.1870, 2.0363, -1.7575], [-0.0322, -2.3767, -0.3906], [-2.6707, -2.1368, -1.6619], [-3.0635, -0.4313, -1.4389]],
  "lowdin_charge": [-0.41, -0.14, -0.18, -0.05, -0.03, 0.17, 0.26, 0.08, 0.12, 0.12, 0.11, 0.09, 0.08, 0.12, 0.09, 0.08, 0.20, 0.13, 0.17]
}



[3]
{
  "formula": "C5H11N2P",
  "method": "the ωB97M-V functional and the def2-TZVPD basis",
  "spin_multiplicity": 1,
  "orbital_gap_ev": 9.456,
  "charge": 0,
  "symbols": ["C", "C", "C", "C", "C", "N", "N", "P", "H", "H", "H", "H", "H", "H", "H", "H", "H", "H", "H"],
  "xyz": [[1.0029, -0.7940, -0.5862], [-0.5624, 0.7962, -0.0944], [-0.1458, -0.5944, 0.4225], [0.3593, -0.6138, 1.8588], [-1.2375, -1.6398, 0.2275], [0.4451, 3.2760, -1.8187], [0.3926, 0.8596, -1.1959], [1.2023, 1.9438, -2.1066], [2.0167, -0.6614, -0.2518], [0.8617, -1.4895, -1.3961], [-1.5906, 0.8452, -0.4637], [-0.4341, 1.6094, 0.6234], [-0.4540, -0.4709, 2.5671], [1.0912, 0.1729, 2.0217], [0.8338, -1.5715, 2.0647], [-2.1005, -1.4033, 0.8417], [-0.8798, -2.6257, 0.5139], [-1.5463, -1.6738, -0.8135], [0.7454, 4.0351, -2.4144]],
  "lowdin_charge": [0.06, -0.21, -0.57, -0.05, -0.06, -0.34, -0.33, 0.67, 0.08, 0.09, 0.11, 0.11, 0.09, 0.08, 0.08, 0.08, 0.08, 0.09, -0.08]
}



[4]
{
  "formula": "C5H11N2S",
  "method": "the ωB97M-V functional and the def2-TZVPD basis",
  "spin_multiplicity": 1,
  "orbital_gap_ev": 8.249,
  "charge": 1,
  "symbols": ["C", "C", "C", "C", "C", "N", "N", "S", "H", "H", "H", "H", "H", "H", "H", "H", "H", "H", "H"],
  "xyz": [[-0.2801, -1.7585, -2.6033], [0.2915, 0.7298, 1.2176], [-0.6500, 2.0156, -0.3163], [-1.4987, 1.8747, 2.0433], [2.0177, -1.3482, 0.9520], [0.2364, -1.9778, -1.4796], [-0.7405, 1.5310, 1.0649], [0.2700, -0.9429, 1.0229], [-1.0958, -2.2882, -2.9268], [-0.0034, -1.0401, -3.3211], [-1.0919, 2.9336, -0.4543], [-0.9994, 1.2822, -1.0447], [0.3604, 2.1368, -0.6094], [-0.0176, -2.7222, -0.9262], [-1.2508, 1.3442, 2.9439], [-2.3347, 2.5547, 1.8526], [2.2623, -2.1657, 1.6454], [2.5788, -0.4504, 1.1361], [1.9456, -1.7088, -0.1970]],
  "lowdin_charge": [-0.05, -0.34, 0.03, 0.16, -0.33, -0.03, -0.28, 1.01, 0.05, 0.07, 0.09, 0.12, 0.10, 0.01, 0.12, 0.13, 0.05, 0.04, 0.07]
}